(1)
Molecular formula: C34H50F5N6O9P
Method: DFT, ωB97M-V with the def2-TZVPD basis set

Calculated values
Strongest force on any atom   9.62 eV Å⁻¹
Frontier orbital gap   6.19 eV
E   -3171.01446 a.u.
SMILES string   C#CC1=C(CC)C(=O)c2c(c(CCN)c(CCCC(F)(F)C(F)(F)F)c(ON=O)c2P(C)O)C1=O.CN(C)C=O.CN(C)C=O.CN(C)C=O.CN(C)C=O
2S+1   1
HOMO level   -8.053 eV

Positions of all 105 atoms, in Å:
P 2.07184 -0.18359 -3.02055
F 5.43558 -6.58476 3.21011
F 3.54240 -5.65746 4.55452
F 3.76643 -6.72427 0.76455
F 3.45688 -7.85415 3.62234
F 1.79865 -6.27115 2.04056
O -0.43441 1.62395 -1.80338
O -1.89531 -0.33031 -5.33831
O -3.24162 2.86449 -4.25553
O 2.15728 1.55245 -3.38948
O -5.75735 6.97762 -3.41938
O 4.68063 -1.70406 -1.16599
O 5.05524 -0.63104 5.25472
O 3.46752 -3.28023 -1.94114
O -0.15449 1.11995 3.56285
N -1.79090 4.66217 -4.10041
N 0.94313 -3.01815 4.18736
N 4.34971 -2.48232 -2.20482
N 4.94468 -0.44032 7.55944
N -3.81531 -1.20752 -6.28932
N -5.67424 5.74696 -1.46007
C 0.39010 -0.85407 -3.68629
C 6.36960 -0.63190 7.73240
C 2.55572 -0.92243 3.88341
C -1.69539 0.31059 1.61806
C -3.26821 0.21147 -0.61141
C -3.17063 -0.37187 -2.15114
C 0.95435 0.08814 -0.12747
C -0.42348 0.80563 -0.74831
C -5.37813 5.72273 -0.04294
C 3.51737 -1.19528 -0.42940
C 3.27394 -5.97902 1.95848
C 4.41703 -0.46112 6.28560
C -1.81425 0.45152 0.11102
C -3.01185 -0.08208 2.57142
C -5.52581 6.88764 -2.22054
C -2.57868 -1.28544 -5.68420
C 4.83573 -3.69474 2.02758
C -4.56223 -2.38841 -6.66897
C 2.29727 -2.41928 4.49591
C -2.66088 5.54286 -4.85176
C 4.90858 -2.06354 1.90149
C 2.19725 -0.44995 -1.09444
C 4.11956 -0.23284 8.73104
C -6.14106 4.53363 -2.09798
C 3.39410 -4.36662 1.63836
C 1.07728 -0.08693 1.53173
C -4.38641 0.09657 -6.55428
C -2.19062 3.36222 -3.87268
C 2.40817 -0.79493 2.25603
C -0.52829 5.17593 -3.61215
C 3.59218 -1.35153 1.23452
C -3.99746 -0.92688 3.16512
C -0.21994 0.49902 2.38345
C 3.95473 -6.44957 3.37313
H 3.27479 -4.25985 0.46532
H 0.02478 4.40808 -3.06455
H -3.70922 0.65601 -7.20663
H -5.44469 4.26054 -2.89649
H -3.96332 -0.52261 -0.01567
H 3.32555 -0.30564 6.26806
H 1.09420 -3.99232 3.83172
H -2.23862 -2.32285 -5.52942
H 4.21362 -1.10212 9.38827
H -0.72425 6.02114 -2.94599
H 3.06943 -0.10280 8.45598
H 5.63652 -4.16320 1.27700
H 5.82341 -1.81402 1.17633
H 0.07041 5.51088 -4.46409
H 2.45527 -3.85444 2.11247
H -7.12592 4.71865 -2.53735
H 3.68928 -0.64951 4.13971
H -4.25562 -0.78307 -2.41212
H 2.36667 -2.31988 5.68354
H 5.23288 -3.97438 3.10878
H 3.15561 -3.15259 4.18737
H -2.46200 -1.30383 -2.13733
H 6.65080 -1.60500 7.31858
H -2.90392 0.44151 -2.95008
H -5.03704 6.70127 0.30558
H -4.73482 -2.36569 -7.74890
H -5.52158 -2.38415 -6.14355
H -5.16590 7.75135 -1.63721
H -2.83037 5.11420 -5.84411
H -1.45564 2.78015 -3.29234
H -3.80375 1.25941 -0.66864
H -0.40954 -1.05285 -2.85536
H -2.21311 6.53531 -4.95098
H 6.90316 0.15112 7.18530
H 1.57267 1.62107 -4.22505
H 0.38875 -2.43117 3.52442
H -0.00107 -0.14337 -4.55978
H -4.01625 -3.30009 -6.41188
H 1.90323 -0.17493 4.50526
H 4.46721 0.66260 9.25437
H -4.59433 4.98247 0.14198
H -4.81833 -1.63345 3.66320
H -6.28380 5.44284 0.50284
H -5.36386 -0.00035 -7.03439
H 5.22149 -1.64641 2.95383
H 0.60421 -1.90292 -4.20621
H 6.63901 -0.59031 8.79116
H -3.62119 5.62194 -4.33342
H -6.20859 3.71784 -1.37325
H -4.49217 0.63762 -5.60912

Here are the Löwdin charges for atoms 1 to 5, given in e: P 0.905; F 0.029; F 0.045; F 0.006; F 0.010



(2)
Molecular formula: C2H6BrOS
Method: DFT, ωB97M-V with the def2-TZVPD basis set

Calculated values
Strongest force on any atom   3.96 eV Å⁻¹
Frontier orbital gap   7.22 eV
E   -3127.27217 a.u.
Relative energy (zero: lowest compared OMol25 entry of this formula, charge and spin)   24.6 kJ/mol
Net charge   -1
2S+1   1
HOMO level   -3.896 eV

Positions of all 11 atoms, in Å:
Br -2.77041 -3.01417 -0.49455
S 0.08426 0.62966 -0.80994
O 0.24242 2.21294 -0.71234
C -1.06984 0.15208 0.46709
C 1.73880 0.08413 -0.24861
H 1.59648 0.30051 0.79188
H -1.11631 -0.95722 0.58240
H 1.60884 -1.02995 -0.31405
H -2.09880 0.52464 0.08934
H 2.50335 0.62829 -0.86628
H -0.71878 0.46910 1.51505

Here are the Löwdin charges for atoms 1 to 5, given in e: Br -0.804; S 0.796; O -0.642; C -0.345; C -0.266



(3)
Molecular formula: C20H66O23
Method: DFT, ωB97M-V with the def2-TZVPD basis set

Calculated values
Strongest force on any atom   5.01 eV Å⁻¹
Frontier orbital gap   8.16 eV
E   -2531.83553 a.u.
Relative energy (zero: lowest compared OMol25 entry of this formula, charge and spin)   142.9 kJ/mol
2S+1   1
HOMO level   -9.011 eV

Positions of all 109 atoms, in Å:
O 4.95588 -1.65506 1.40991
O -1.20112 0.95794 3.00891
O 0.00488 3.54294 1.40991
O -3.05212 2.15594 -0.46009
O 1.48188 0.94294 3.15191
O -0.16612 7.06194 -3.36909
O -0.59012 -6.90406 -0.30509
O -1.34312 -1.58206 2.39291
O 3.30688 1.18494 -3.82809
O 2.34488 4.02394 0.27391
O 1.99088 -2.64306 2.07991
O 1.47988 -2.06806 -3.14909
O -0.91112 3.81794 -1.86009
O -3.65512 0.05994 5.62391
O -5.63412 -0.06906 0.61991
O 4.67088 -3.03306 -1.65409
O 3.36688 1.46994 0.88791
O 0.47288 0.51894 -3.37009
O -4.35012 -2.30006 1.77091
O 3.31488 4.41694 -2.14809
O -2.36712 -2.07106 -0.34009
O -0.57512 -3.64606 -1.58909
O -0.45712 1.11594 0.10991
C -1.68212 0.61094 4.30491
C 2.54588 -2.01506 -2.18309
C 3.75188 -2.79006 -2.67009
C -3.11312 0.16394 4.32791
C -0.23212 -2.30006 2.75091
C -4.14712 -3.35306 0.86991
C -0.94012 6.22094 -2.60809
C -0.15312 4.91394 -2.43509
C 3.62688 2.05994 -2.65309
C 4.38188 -0.37306 1.77191
C 0.73488 -2.19406 1.55691
C -3.64312 -2.65606 -0.38609
C -0.89912 -5.58906 -0.23509
C 2.89388 3.40194 -2.98809
C -0.69212 -5.00606 -1.59609
C -4.45612 0.64894 0.65991
C -0.43612 0.74394 -2.26709
C -3.99912 1.14594 -0.69409
C 3.78588 0.17994 0.55691
C 0.43488 1.10194 -1.03009
H 2.13388 -2.25606 2.96191
H -0.45612 -3.37906 3.09291
H 2.38788 1.05494 -3.82409
H -1.54512 -5.24406 -2.10509
H 0.74988 6.86994 -3.28309
H -1.10312 6.63094 -1.62009
H 0.70688 2.14794 -1.26009
H -0.13912 1.86194 0.62391
H 2.84388 3.28594 0.43591
H -1.64912 1.49694 4.93191
H -0.90912 -0.27806 -2.04609
H 4.70888 2.23894 -2.56409
H -1.63612 1.68694 2.56991
H -1.04712 -0.02906 4.73091
H 4.40988 -2.41506 1.61691
H 0.22288 3.53494 2.34991
H 2.88388 3.70894 -4.03009
H -0.24512 -5.13406 0.57791
H 5.23688 0.16594 2.29791
H 3.35588 -3.70006 -3.10509
H -3.60112 0.08994 1.07691
H -1.05412 -0.70106 2.37791
H -4.53512 -0.25506 5.54891
H -4.41812 -1.88106 -0.50209
H 2.87188 -1.00606 -2.02409
H -4.61212 1.47594 1.28191
H 0.23488 -5.46006 -2.01409
H -1.32212 -3.10306 -1.23009
H 0.03788 4.54894 -3.45809
H 0.23188 -7.06006 -0.65309
H -2.22912 1.63094 -0.43809
H -5.07812 -3.84506 0.58691
H 4.29088 -2.19906 -3.40609
H 3.30488 1.68494 -1.67109
H -2.16212 -2.13106 0.62491
H -1.15012 1.45794 -2.71509
H 0.15688 -1.90906 3.68291
H 3.03888 -0.48806 0.19491
H 1.81588 3.22694 -2.79209
H -3.98612 -2.63806 2.56891
H -3.35712 -4.08306 1.15491
H 4.37188 -3.59806 -0.97909
H -3.85912 -3.28706 -1.27909
H 0.91988 -1.22506 1.13491
H -0.62212 4.24894 1.26691
H 2.84288 4.35594 -1.34409
H 0.97788 -2.88206 -2.98509
H -1.92312 6.16294 -3.02209
H -3.14712 -0.80906 3.81591
H 1.89388 1.67594 3.68091
H 2.80488 1.28994 1.62591
H 3.67588 -0.70706 2.55991
H -3.53312 0.31394 -1.17209
H 0.78688 -0.35806 -3.30909
H -4.76212 1.49694 -1.33809
H -1.00412 3.95094 -0.87309
H -5.35012 -0.78606 1.23391
H 1.30388 0.51194 -0.79009
H 0.53288 1.04094 3.18891
H 0.66988 4.95094 -1.76509
H 4.58388 0.12094 -0.20809
H -3.75612 0.80594 3.83291
H 2.34188 -2.42806 -1.18009
H 1.57988 3.85494 0.76591
H 0.40088 -2.85606 0.82191
H -1.97012 -5.66306 0.04991

Here are the Löwdin charges for atoms 1 to 5, given in e: O -0.087; O -0.092; O -0.011; O -0.070; O -0.043



(4)
Molecular formula: C34H45BrN3O2S5SbTa
Method: DFT, ωB97M-V with the def2-TZVPD basis set

Calculated values
Strongest force on any atom   1.93 eV Å⁻¹
Frontier orbital gap   6.74 eV
E   -6499.80894 a.u.
Relative energy (zero: lowest compared OMol25 entry of this formula, charge and spin)   131.9 kJ/mol
Net charge   -1
2S+1   1
HOMO level   -4.603 eV

Positions of all 92 atoms, in Å:
Ta -0.00048 -1.82391 0.10008
Sb -0.50354 -4.47087 -0.76492
Br 1.10989 1.03684 0.27369
S -0.10468 -2.69731 2.03078
S -1.96622 -4.89558 -2.48576
S 0.20856 -6.24222 0.41040
S -0.23762 -2.08391 -4.70589
S 1.60492 -3.24590 -1.57102
O -1.41499 -0.47309 0.05744
O -0.12287 0.72182 3.19376
N -2.03152 -1.61710 -2.77804
N 0.10912 -0.62949 -2.57727
N -0.55967 -0.81387 4.83020
C -3.25885 5.48734 1.31249
C 1.28123 -1.27194 -4.51794
C 2.41375 0.20402 -3.00118
C 6.66736 -1.50254 -2.04682
C 1.27147 -0.52146 -3.33255
C -4.26838 0.44337 0.31472
C 4.54205 -2.08311 -0.29438
C -3.00367 1.30325 0.17386
C -5.15051 0.64233 -0.92684
C -1.17207 5.95153 0.05436
C -2.12917 3.60551 0.11016
C -0.89046 0.00893 3.80598
C 0.83659 -1.03909 5.13298
C -3.17116 2.68615 0.12617
C -3.25324 5.42360 -1.18754
C 5.07409 -3.06023 -1.13558
C -0.62984 1.74886 0.16792
C 6.15273 -0.51964 -1.21754
C -1.68233 0.82762 0.13333
C 2.38808 -1.33533 -5.34910
C -4.05494 -1.06362 0.50526
C -2.44149 5.09953 0.07326
C 3.31535 -2.36511 0.58091
C 3.52357 0.13950 -3.82305
C 3.29562 -3.81585 1.06623
C -1.49258 -1.82454 5.27027
C -0.83311 3.11222 0.15771
C -5.02855 0.92560 1.56383
C 3.51833 -0.62446 -4.98796
C 2.08215 -2.03507 -0.29129
C 6.11927 -2.77474 -2.00025
C 3.32413 -1.46641 1.82312
C 5.10330 -0.80782 -0.35847
C -0.76124 -1.37600 -3.20923
H 4.27579 -1.55829 2.35061
H 4.65715 -4.05670 -1.12684
H -0.56475 5.79520 0.94715
H -6.03035 -0.00149 -0.86397
H -2.70897 5.26078 2.22699
H 0.98761 -1.04632 6.21412
H 0.02242 3.76973 0.18373
H -5.28768 1.98235 1.51259
H 4.41562 0.68292 -3.54135
H -1.44264 7.00834 0.01921
H 2.37448 -1.93679 -6.24775
H 2.43658 0.80753 -2.10508
H -3.68221 -1.56589 -0.38486
H -4.18279 3.07014 0.12336
H -3.37664 -1.29101 1.32649
H -1.97292 -0.01812 3.58671
H 2.35491 -1.15716 -0.88696
H -1.41061 -1.96458 6.34998
H 1.42354 -0.24305 4.68292
H 3.18822 -4.53485 0.25635
H -5.49442 1.67277 -1.02293
H -2.70010 5.14988 -2.08698
H 1.17044 -1.99518 4.72007
H -3.47437 6.49235 -1.23095
H -2.28618 -2.61861 -2.81077
H 6.50191 -3.55552 -2.64590
H -0.55490 5.73729 -0.81944
H -5.95388 0.35689 1.67466
H -4.42560 0.77232 2.46072
H -4.60416 0.37817 -1.83356
H -4.20660 4.94993 1.35215
H 6.56667 0.48158 -1.23617
H -3.48031 6.55685 1.29887
H 7.48423 -1.27933 -2.72122
H -2.51016 -1.50675 5.04557
H 4.71883 -0.01906 0.27466
H -2.20068 -1.20451 -1.86735
H 2.43771 -3.97631 1.72049
H -4.20102 4.88504 -1.20403
H 4.40172 -0.66614 -5.61071
H -1.30814 -2.78166 4.77447
H -5.02781 -1.50762 0.72960
H 3.16605 -0.41162 1.59791
H 4.20964 -4.03734 1.62140
H 2.51599 -1.76396 2.48970

Here are the Löwdin charges for atoms 1 to 5, given in e: Ta 0.809; Sb 0.085; Br 0.969; S 0.201; S -0.205



(5)
Molecular formula: C6H19NSi2
Method: DFT, ωB97M-V with the def2-TZVPD basis set

Calculated values
Strongest force on any atom   4.17 eV Å⁻¹
Frontier orbital gap   9.19 eV
E   -873.71932 a.u.
Relative energy (zero: lowest compared OMol25 entry of this formula, charge and spin)   331.4 kJ/mol
SMILES string   CC(C)N([SiH3])[Si](C)(C)C
2S+1   1
HOMO level   -8.388 eV

Positions of all 28 atoms, in Å:
Si -1.12960 2.10098 0.31848
Si 1.30696 0.09475 -0.10885
N -0.37487 0.37889 0.15869
C 2.40447 1.61143 0.29749
C -1.28034 -0.78475 0.03348
C 1.80702 -1.21385 1.33746
C 1.74401 -0.60982 -1.74836
C -1.97956 -0.78735 -1.33931
C -2.33234 -0.89271 1.20104
H -1.51614 -0.09934 -2.06295
H 1.13982 -1.12813 2.18923
H 3.52528 1.43944 0.54756
H -2.36355 -1.93548 1.64002
H 0.78827 -0.89513 -1.97693
H -2.99903 -0.40508 -1.21173
H -2.50661 2.03564 -0.07109
H -1.28488 2.27690 1.70822
H 2.89002 -1.00757 1.36081
H -2.00696 -0.19251 1.98132
H -0.28943 2.94434 -0.48154
H 1.57923 -2.10277 0.72210
H -0.61030 -1.68542 0.05545
H 1.94823 2.22766 1.03278
H -3.37170 -0.49497 0.82733
H 2.46160 -1.27390 -1.48388
H -1.96792 -1.80698 -1.83668
H 2.28468 2.12077 -0.64598
H 2.13366 0.08494 -2.44416

Here are the Löwdin charges for atoms 1 to 5, given in e: Si 0.658; Si 0.411; N -0.319; C -0.194; C -0.520



(6)
Molecular formula: C16H15OS
Method: DFT, ωB97M-V with the def2-TZVPD basis set

Calculated values
Strongest force on any atom   2.49 eV Å⁻¹
Frontier orbital gap   4.92 eV
E   -1092.14025 a.u.
Net charge   -1
2S+1   1
HOMO level   -2.676 eV

Positions of all 33 atoms, in Å:
S 1.23639 -1.90923 -1.37389
O -2.20792 2.65232 0.88987
C -4.13400 1.27658 1.16314
C -0.59131 0.30592 0.36120
C 3.49124 -0.85633 -2.38230
C -6.39634 2.17984 1.18590
C -1.72129 0.33314 1.07705
C 2.87796 -1.67536 -1.38959
C -6.92882 0.88332 1.16516
C -5.01538 2.37529 1.19858
C -2.64166 1.51022 1.03680
C 4.79952 -0.43604 -2.22274
C 5.57901 -0.88651 -1.14423
C -6.06144 -0.21474 1.15408
C 5.01714 -1.79927 -0.23803
C 6.98463 -0.40874 -0.94955
C -4.67875 -0.01627 1.15705
C 3.71124 -2.23380 -0.37786
H -8.00718 0.72700 1.15199
H 3.27581 -2.95076 0.31042
H 2.88864 -0.52369 -3.22213
H -4.61040 3.38644 1.20994
H -2.02827 -0.49692 1.72485
H -4.00612 -0.87487 1.12703
H 5.23522 0.27390 -2.92913
H -0.28038 1.15511 -0.24731
H 0.04476 -0.57873 0.33979
H 7.69384 -1.24503 -0.96724
H -6.45628 -1.23007 1.12899
H -7.06707 3.03688 1.18137
H 5.62203 -2.14995 0.60003
H 7.26912 0.29444 -1.73642
H 7.10604 0.09590 0.01718

Here are the Löwdin charges for atoms 1 to 5, given in e: S 0.448; O 0.055; C -0.142; C 0.037; C -0.157